The following is a DFT calculation (ωB97M-V with the def2-TZVPD basis set) of an isolated molecule of C5H9NO in a non-equilibrium geometry.

Each line ends with the Löwdin charge.
Cartesian coordinates (Å):
C  2.32337  0.51472  0.07888  -0.10
O  1.19633  0.14495  0.82440  -0.23
C  0.31268  -0.86607  0.31145  -0.18
C  -1.00939  -0.11304  0.38315  -0.33
C  -1.45341  0.75993  -0.79860  -0.06
C  -2.10598  -1.08082  0.65841  -0.19
N  -2.91496  -1.91097  0.67415  0.14
H  2.38737  1.60961  0.01032  0.09
H  2.25775  0.09853  -0.93061  0.09
H  3.20769  0.12873  0.58948  0.09
H  0.29048  -1.70929  1.01614  0.13
H  0.64312  -1.20618  -0.67201  0.13
H  -0.40055  0.61808  1.08202  0.18
H  -2.43837  1.18224  -0.56848  0.08
H  -0.75990  1.59679  -0.90342  0.08
H  -1.53621  0.23278  -1.75528  0.09

Computed properties:
Energy relative to the best compared isomer or geometry (same formula, charge and spin)   273.9 kJ/mol
Structure (SMILES)   COC[C@@H](C)C#N
Electronic energy   -8866.373 eV
Molar mass   99.1 g mol⁻¹